{"formula": "C12H37GaN3O9P4", "method": "ωB97M-V/def2-TZVPD", "symbols": ["C", "C", "O", "P", "O", "C", "C", "Ga", "P", "O", "O", "P", "O", "O", "O", "O", "C", "C", "H", "H", "H", "H", "H", "H", "H", "H", "H", "H", "H", "H", "H", "H", "H", "H", "H", "H", "H", "O", "P", "N", "C", "C", "N", "C", "C", "N", "C", "C", "H", "H", "H", "H", "H", "H", "H", "H", "H", "H", "H", "H", "H", "H", "H", "H", "H", "H"], "positions_angstrom": [[6.4431, -2.4250, 0.4716], [7.4881, -1.9844, -0.7462], [6.8030, -1.7831, -2.0302], [5.9730, -0.2584, -2.1219], [6.9262, 0.7085, -2.9948], [4.4143, -0.5367, -3.2025], [3.6868, -1.9307, -2.7823], [1.7208, -1.8716, -2.2614], [0.5876, 0.1181, -2.3017], [1.3989, 1.4638, -3.0183], [-0.2974, 0.5099, -0.8603], [1.5694, -2.7673, -0.0584], [2.8678, -3.6822, 0.0965], [0.1094, -3.7615, 0.0225], [1.4239, -1.5396, 1.1684], [5.7120, 0.5588, -0.6224], [4.3824, 0.3483, -0.0467], [4.1772, 1.5943, 1.0526], [6.8821, -3.3610, 1.0302], [5.3474, -2.6308, 0.0503], [6.3567, -1.4670, 1.1734], [8.1890, -1.0916, -0.4610], [8.1937, -2.9348, -0.8973], [4.7983, -0.6121, -4.3252], [3.7733, 0.4345, -3.1149], [4.2880, -2.4634, -1.9042], [3.8034, -2.6715, -3.7114], [0.9341, -2.9469, -3.2003], [1.9487, 1.8882, -2.2795], [0.3216, 0.4992, -0.0717], [-0.4967, -3.3496, -0.6711], [2.2987, -1.0965, 1.3741], [3.4815, 0.4537, -0.7840], [4.2916, -0.6501, 0.6010], [5.0846, 1.6972, 1.7840], [3.1648, 1.3767, 1.6387], [3.9579, 2.5880, 0.4277], [-6.3119, -0.5546, 0.4419], [-5.7726, 0.7988, 0.9664], [-4.6056, 0.8420, -0.3014], [-3.2610, 1.3994, -0.2948], [-5.1700, 0.9694, -1.6518], [-5.0381, 0.0549, 2.3406], [-3.6033, -0.0570, 2.5429], [-5.6782, -1.1528, 2.8720], [-5.1526, 2.3546, 1.5693], [-5.6173, 2.6912, 2.9374], [-5.6141, 3.4906, 0.7395], [-3.2498, 2.4915, -0.3513], [-2.6858, 1.0324, -1.1544], [-2.6680, 1.1041, 0.5645], [-5.4620, 2.0004, -1.8701], [-6.0576, 0.3438, -1.7832], [-4.4581, 0.6453, -2.4193], [-3.1408, -0.7181, 1.8021], [-3.3680, -0.4528, 3.5386], [-3.1210, 0.9239, 2.5282], [-5.4173, -2.0389, 2.2872], [-6.7687, -1.0440, 2.8798], [-5.3869, -1.3327, 3.9129], [-6.7107, 2.6629, 2.9999], [-5.2757, 3.6907, 3.2325], [-5.2143, 2.0198, 3.6996], [-6.7080, 3.5149, 0.6763], [-5.2239, 3.4507, -0.2766], [-5.2642, 4.4460, 1.1476]], "lowdin_charge": [-0.097, -0.277, -0.293, 0.762, -0.426, -0.298, -0.376, 0.139, 0.657, -0.445, -0.444, 0.581, -0.478, -0.302, -0.313, -0.277, -0.290, -0.094, 0.082, 0.067, 0.075, 0.123, 0.125, 0.118, 0.069, 0.036, 0.072, -0.064, 0.039, 0.027, 0.049, 0.037, 0.094, 0.108, 0.084, 0.078, 0.091, -0.316, 0.760, -0.310, -0.136, -0.142, -0.352, -0.140, -0.154, -0.267, -0.141, -0.144, 0.071, 0.072, 0.044, 0.059, 0.065, 0.084, 0.092, 0.079, 0.068, 0.079, 0.068, 0.073, 0.081, 0.079, 0.072, 0.082, 0.055, 0.084], "largest_force_ha_per_bohr": 0.181, "spin_multiplicity": 1, "lumo_energy_ha": 0.02279, "gap_ev": 4.90, "e_tot_ev": -125471.69317, "total_charge": -1}